Entry 1:
DFT (wB97M-V/def2-TZVPD) results for C16H44ClO18S6 as an isolated structure at a distorted geometry.

```
85
C16H44ClO18S6 wB97M-V/def2-TZVPD
Cl 0.9631 -0.1080 0.5860
O 0.7717 -1.4298 0.1143
O 1.5803 -0.3442 1.9014
O 1.7771 0.7226 -0.2190
O -0.3149 0.5005 0.7716
O 1.1749 -2.4328 -3.7775
S 1.3623 -1.0465 -3.6432
O 2.3523 -0.3027 -4.4266
O -0.0822 -0.3085 -3.8360
C 0.0448 1.1013 -4.0096
C -1.1098 1.6554 -3.1388
C 1.8362 -0.6011 -1.8264
H -0.1346 1.4470 -5.0276
H 1.0000 1.5623 -3.7583
H -0.8727 1.5578 -2.0793
H -2.1415 1.3157 -3.2304
H -1.2701 2.7265 -3.2614
H 2.9225 -0.6335 -1.7431
H 1.2844 -1.3263 -1.2281
H 1.5622 0.4533 -1.8610
O -2.9222 -1.5673 -0.0245
S -1.6663 -1.9874 -0.6849
O -0.9238 -3.1927 -0.2296
O -2.0027 -2.3768 -2.2822
C -3.1683 -1.8709 -2.9323
C -3.1437 -0.3666 -3.4235
C -0.6428 -0.4984 -1.0705
H -4.0200 -1.9579 -2.2578
H -3.3213 -2.5155 -3.7978
H -2.7795 0.4040 -2.7441
H -4.0858 0.0680 -3.7576
H -2.4990 -0.4308 -4.3001
H -0.2078 -0.2384 -0.1055
H -1.3260 0.2581 -1.4567
H 0.0016 -0.6992 -1.9263
O 5.6720 -0.5063 0.0237
S 4.8110 -1.4967 0.6909
O 5.1008 -2.8921 0.6354
O 4.5812 -1.0766 2.3496
C 3.8272 -2.1097 3.0083
C 3.7904 -1.7904 4.4827
C 3.0631 -1.2090 0.0391
H 4.4393 -3.0007 2.8680
H 2.8974 -2.5338 2.6293
H 4.1725 -2.5455 5.1696
H 2.7794 -1.5668 4.8231
H 4.2822 -0.8368 4.6748
H 2.4991 -2.1361 0.1416
H 3.1784 -0.9359 -1.0098
H 2.6130 -0.4935 0.7271
O -5.1552 0.5765 -0.1291
S -4.1882 1.6711 -0.3920
O -4.5986 3.0371 -0.7519
O -3.0480 1.6366 0.8582
C -3.0836 0.6056 1.7753
C -1.8508 0.8205 2.6394
C -3.0247 1.1376 -1.7224
H -3.0454 -0.3953 1.3454
H -3.9965 0.6561 2.3689
H -1.0195 0.2284 2.2569
H -2.0051 0.3592 3.6149
H -1.5850 1.8680 2.7815
H -3.5148 1.2854 -2.6847
H -2.9312 0.0817 -1.4686
H -2.2295 1.8831 -1.7214
C -0.8244 -1.4064 3.4856
S -0.2147 -0.4244 4.9214
O 0.2637 -1.5580 5.8311
C 1.3848 0.0008 4.0885
H -0.1077 -2.1400 3.1165
H -0.7530 -0.6251 2.7288
H -1.8152 -1.8605 3.4749
H 2.0895 0.4322 4.7995
H 1.2239 0.6526 3.2297
H 1.9817 -0.8227 3.6967
C 1.2096 3.0864 -1.5803
S -0.4082 3.5946 -0.8244
O -1.5068 2.6282 -1.3461
C 0.1069 2.9870 0.7859
H 1.0518 2.0527 -1.8881
H 2.0170 3.2748 -0.8727
H 1.3510 3.7772 -2.4115
H 1.0245 3.4269 1.1766
H 0.2141 1.9024 0.7746
H -0.7182 3.1620 1.4764
```

Summary:
Charge   -1
ΔE to the lowest compared entry with this formula, charge and spin   845.86 kcal per mole
Energy   -4838.034721 a.u.
Kohn-Sham gap   0.3170 Ha
Highest occupied orbital energy   -0.2481 Eh

***

Entry 2:
DFT (wB97M-V/def2-TZVPD) results for a 8-piece molecular cluster, C16H44N4O20S4 overall at a distorted geometry.

```
88
C16H44N4O20S4 wB97M-V/def2-TZVPD
C 2.7441 -2.5964 -0.1618
C 1.4398 -2.8379 -0.7982
O 1.1573 -4.2871 -0.6860
S 0.2050 -4.8723 -1.7697
C 1.3674 -5.6406 -2.8726
O -0.5721 -5.8759 -1.1404
O -0.4346 -3.7922 -2.4450
H 3.5745 -2.9889 -0.7532
H 2.8259 -3.0044 0.8465
H 2.9377 -1.5282 -0.0358
H 0.6273 -2.4008 -0.2178
H 1.3583 -2.5448 -1.8397
H 2.0696 -6.1735 -2.2383
H 1.9146 -4.8509 -3.3826
H 0.7764 -6.2531 -3.5451
C -2.1965 0.2886 -2.2061
C -2.3228 -1.1275 -2.6777
O -2.2447 -1.1584 -4.1309
S -3.2581 -2.0335 -4.9329
C -2.9299 -3.6577 -4.3239
O -4.5729 -1.6368 -4.5532
O -2.8391 -1.9827 -6.2873
H -2.1979 0.3155 -1.1080
H -3.0157 0.9532 -2.4833
H -1.2569 0.7794 -2.4694
H -1.4986 -1.7191 -2.2848
H -3.2935 -1.5324 -2.3869
H -1.8615 -3.7658 -4.4577
H -3.5297 -4.3073 -4.9582
H -3.3130 -3.7319 -3.3118
C -0.2811 6.0460 6.1363
C 0.5886 5.4146 5.0791
O 0.2677 6.0142 3.8219
S 0.4903 5.1525 2.5096
C -1.1639 4.5674 2.3344
O 0.7819 6.0665 1.4774
O 1.3291 4.0376 2.8393
H -0.2806 5.4193 7.0342
H -1.3390 5.9985 5.8592
H -0.0319 7.0788 6.3611
H 1.6401 5.5549 5.3243
H 0.3412 4.3511 5.0676
H -1.1833 3.7694 1.5881
H -1.7501 5.3868 1.9280
H -1.5170 4.1772 3.2829
C -3.7639 -4.4970 0.0901
C -2.9854 -3.2124 0.2793
O -3.8553 -2.0625 0.2693
S -4.1977 -1.3751 1.6381
C -2.6893 -0.5611 1.9852
O -5.1722 -0.4046 1.3278
O -4.4412 -2.3729 2.6186
H -3.1501 -5.2683 -0.3770
H -4.5961 -4.2970 -0.5844
H -4.0866 -4.8846 1.0540
H -2.4174 -3.2500 1.2115
H -2.2763 -3.0577 -0.5360
H -1.8562 -1.2544 1.9910
H -2.8039 -0.1241 2.9791
H -2.5779 0.2618 1.2851
C 1.3923 1.3480 1.0016
N 0.4203 0.8839 -0.0147
O -0.7583 1.0247 0.2386
O 0.8650 0.3130 -0.9919
H 2.1705 0.6103 1.1603
H 0.8417 1.4888 1.9237
H 1.8138 2.2959 0.6783
C 1.9332 2.5574 -3.3949
N 0.4747 2.7166 -3.1847
O 0.0977 2.9303 -2.0492
O -0.2334 2.6967 -4.1607
H 2.3854 2.7035 -2.4215
H 2.2347 3.2561 -4.1681
H 2.1436 1.5579 -3.7720
C 2.6918 2.0436 5.1958
N 3.2177 0.9210 4.3805
O 4.4087 0.8475 4.2531
O 2.4114 0.1829 3.8451
H 3.4652 2.3796 5.8744
H 1.8232 1.6836 5.7367
H 2.4413 2.8250 4.4794
C 5.5732 0.8489 -2.6211
N 4.3117 0.2185 -2.1356
O 3.8608 -0.6984 -2.7816
O 3.7921 0.7072 -1.1471
H 6.0959 1.2518 -1.7622
H 5.2728 1.6150 -3.3290
H 6.1707 0.0792 -3.0964
```

Summary:
SMILES   CCOS(C)(=O)=O.CCOS(C)(=O)=O.CCOS(C)(=O)=O.CCOS(C)(=O)=O.C[N+](=O)[O-].C[N+](=O)[O-].C[N+](=O)[O-].C[N+](=O)[O-]
Charge   0
Energy   -3952.163286 a.u.
Kohn-Sham gap   0.3627 Ha
Highest occupied orbital energy   -0.3799 Eh

***

The lowest Kohn-Sham gap belongs to which entry? C16H44ClO18S6

***

What is the formula in the first record? C16H44ClO18S6